No. 1
This record from the Open Molecules 2025 dataset describes a 2-piece molecular cluster, C5H8N5S overall. The level of theory is ωB97M-V/def2-TZVPD.

Summary:
Frontier orbital gap (eV): 6.86
Energy relative to the best compared isomer or geometry (same formula, charge and spin) (kcal/mol): 16.0
LUMO level (eV): 3.67

```
! RIJCOSX wB97M-V def2-TZVPD def2/J DEFGRID3
* xyz -1 1
C 1.57040 0.29871 0.31276
C -1.19382 -1.36893 0.13742
C -0.90882 -0.55640 1.42001
C -1.47782 -0.34195 -1.00918
C -0.60841 0.80728 0.83321
N 3.43120 0.53736 -0.94324
N 2.20781 1.11219 -0.62617
N 2.37692 -0.72492 0.47596
N 3.47929 -0.54433 -0.33702
N -1.26740 0.95242 -0.34788
S -1.57841 2.36986 -1.19668
H -0.35164 -1.88815 -0.22153
H -2.16135 -1.99918 0.13563
H -1.76411 -0.52398 2.21557
H -0.21287 -1.03327 2.03179
H -0.72211 -0.44564 -1.78573
H -2.55078 -0.41026 -1.56033
H -0.33876 1.65436 1.35848
H 2.07066 2.10482 -0.89307
*
```



No. 2
This record from the Open Molecules 2025 dataset describes C36H28F5O2P2STeV as an isolated structure. The level of theory is ωB97M-V/def2-TZVPD.

Summary:
Frontier orbital gap (spin up / spin down) (eV): 5.76 / 6.27
LUMO level (spin up / spin down) (eV): -11.46 / -10.95

```
! RIJCOSX wB97M-V def2-TZVPD def2/J DEFGRID3
* xyz 3 2
V 0.95103 0.98571 -0.45796
O 0.81059 0.60417 -3.43906
S 0.31554 -0.13272 -2.32127
C 1.04734 -1.76889 -2.28322
C 1.32757 -2.47502 -3.43743
C 1.93916 -3.71892 -3.32318
C 2.25443 -4.23136 -2.07289
C 1.99010 -3.50700 -0.91793
C 1.40291 -2.24692 -1.02171
P 1.06978 -1.21898 0.44099
C 2.48780 -0.94252 1.51425
C 3.79074 -1.35841 1.23846
C 4.79592 -1.03845 2.13638
C 4.51833 -0.26894 3.26395
C 3.21777 0.15184 3.53199
C 2.19988 -0.17105 2.65765
C -0.15782 -2.18920 1.34503
C -1.40246 -2.42791 0.75461
C -2.26405 -3.35099 1.31782
C -1.88688 -4.04392 2.46334
C -0.65502 -3.79901 3.05310
C 0.21330 -2.86805 2.50704
C -1.48677 -0.33729 -2.45737
C -2.12212 -0.97421 -3.50646
C -3.51243 -1.06712 -3.49193
C -4.24852 -0.52762 -2.44771
C -3.61134 0.12667 -1.40228
C -2.22243 0.23874 -1.41372
P -1.30754 1.08101 -0.10098
C -2.41668 1.55212 1.24162
C -2.74074 0.61269 2.22489
C -3.63794 0.96171 3.21966
C -4.19095 2.23520 3.24385
C -3.86826 3.16186 2.26124
C -2.97584 2.83507 1.25594
C -0.61771 2.61694 -0.78638
C -0.04354 3.51309 0.14981
C 0.35626 4.77165 -0.26218
C 0.19945 5.14781 -1.59643
C -0.35179 4.26808 -2.52645
C -0.76644 3.00946 -2.13339
H 1.10175 -2.04940 -4.40303
H 2.16855 -4.27682 -4.21717
H 2.71963 -5.20097 -1.98880
H 2.24770 -3.91196 0.05245
H 4.01251 -1.93566 0.34971
H 5.80113 -1.38034 1.94555
H 5.32578 0.02510 3.91828
H 3.00439 0.73804 4.41116
H 1.17414 0.14538 2.84439
H -1.67225 -1.89785 -0.15275
H -3.22224 -3.54287 0.85958
H -2.54845 -4.78211 2.89038
H -0.35369 -4.34666 3.93282
H 1.17875 -2.69083 2.95792
H -1.55916 -1.39517 -4.32520
H -4.01315 -1.57206 -4.30367
H -5.32385 -0.61340 -2.44657
H -4.17730 0.54875 -0.58486
H -2.29087 -0.37136 2.19701
H -3.89691 0.24747 3.98592
H -4.87034 2.51088 4.03661
H -4.31070 4.14637 2.27805
H -2.73215 3.55194 0.48278
H 0.02906 3.22684 1.20229
H 0.78677 5.46413 0.44741
H 0.51813 6.13027 -1.91356
H -0.44289 4.56399 -3.56151
H -1.21100 2.33316 -2.85639
F 4.26264 3.46544 -0.82019
Te 3.49415 1.77665 -0.98099
F 4.34269 1.47948 -2.60629
F 2.59508 2.26681 0.73857
F 4.91260 1.07822 0.03178
F 2.07474 2.76651 -1.85644
O 2.47413 0.29270 -0.96695
*
```



No. 3
This record from the Open Molecules 2025 dataset describes one molecule with the formula C7H11N. The level of theory is ωB97M-V/def2-TZVPD.

Summary:
Frontier orbital gap (eV): 9.71
Energy relative to the best compared isomer or geometry (same formula, charge and spin) (kcal/mol): 76.0
LUMO level (eV): 1.00
Structure (SMILES): C[C@@]12C=CC[C@@H]1NC2

```
! RIJCOSX wB97M-V def2-TZVPD def2/J DEFGRID3
* xyz 0 1
C 0.88320 1.87879 0.70915
C -0.07818 0.76540 0.13687
C -1.59273 0.39715 0.54447
C 0.27654 -0.80635 0.67333
C 0.83393 -1.56693 -0.55386
C 0.54557 -0.55576 -1.67278
C 0.20467 0.62925 -1.23337
H 0.72568 2.08339 1.80500
H 0.64043 2.94015 0.32331
H 1.98011 1.82291 0.49276
H -1.93663 1.20285 1.21241
H -2.25237 0.40650 -0.31554
H -1.22556 -1.16058 1.91563
H 0.86068 -0.93822 1.60551
H 1.84588 -1.72985 -0.21575
H 0.32427 -2.54925 -0.69638
H 0.63416 -1.12257 -2.61913
H 0.14601 1.58338 -1.77750
N -1.16868 -0.99829 0.94955
*
```



No. 4
This record from the Open Molecules 2025 dataset describes a 10-piece molecular cluster, C20H60O17 overall. The level of theory is ωB97M-V/def2-TZVPD.

Summary:
Frontier orbital gap (eV): 9.88
Energy relative to the best compared isomer or geometry (same formula, charge and spin) (kcal/mol): 146.7
LUMO level (eV): 0.10
Structure (SMILES): OCCO.OCCO.OCCO.OCCO.OCCO.OCCO.OCCO.CCO.CCO.CCO

```
! RIJCOSX wB97M-V def2-TZVPD def2/J DEFGRID3
* xyz 0 1
C 0.53225 -0.66761 0.87365
C -0.06748 -0.31367 2.19602
O -0.62590 -1.39897 2.95150
H -0.11019 -1.14535 0.13396
H 1.37362 -1.32217 1.10114
H 1.06426 0.12294 0.34442
H -0.86846 0.38209 1.94611
H 0.69864 0.31369 2.65164
H -0.56354 -0.99317 3.81927
C -7.25397 -0.01416 1.96493
C -8.56284 0.11473 1.23691
O -9.53212 0.94321 1.90987
H -7.39109 -0.59307 2.87826
H -6.71797 0.93332 2.02033
H -6.45631 -0.49059 1.39497
H -9.03282 -0.86256 1.12678
H -8.37951 0.55074 0.25488
H -10.45273 0.92508 1.63827
C 5.61731 -6.78243 -1.81344
C 5.26320 -8.19997 -2.17692
O 6.43557 -8.60612 -2.80337
H 5.07733 -6.20678 -1.06168
H 5.75767 -6.13487 -2.67892
H 6.54984 -6.74979 -1.25004
H 4.52787 -8.39039 -2.95867
H 4.94844 -8.89082 -1.39478
H 6.56120 -9.55754 -2.77832
C -1.58248 0.49069 9.80595
C -0.26799 0.61961 10.70941
O -0.33030 1.46391 11.82261
O -1.94509 1.67264 9.13547
H -2.38522 0.25786 10.50560
H -1.46405 -0.29830 9.06326
H 0.54785 0.73844 9.99640
H -0.00314 -0.31946 11.19533
H 0.56278 1.70438 12.07987
H -2.77925 1.95351 9.51872
C -2.14403 7.14702 2.87111
C -3.20512 6.66658 3.85385
O -4.51764 6.87069 3.23753
O -0.87505 7.27058 3.44284
H -2.46480 8.09027 2.42897
H -2.15649 6.37065 2.10613
H -3.31837 7.18613 4.80535
H -3.12025 5.61475 4.12687
H -5.23380 6.60120 3.81724
H -0.60533 8.18122 3.58278
C -1.26791 5.98606 -4.84222
C -0.08016 5.70741 -3.76734
O 0.05398 6.75334 -2.81637
O -2.63579 6.00471 -4.45913
H -1.13021 5.23554 -5.62060
H -1.06514 6.85454 -5.46889
H 0.87086 5.55206 -4.27677
H -0.33753 4.70396 -3.42830
H 0.75280 6.57525 -2.18270
H -2.56728 6.48913 -3.63315
C 5.42726 1.21483 -6.30911
C 4.76147 0.06116 -5.45528
O 3.65130 -0.31986 -6.24241
O 6.43167 0.60853 -7.19635
H 6.00565 1.76578 -5.56747
H 4.70845 1.93814 -6.69413
H 4.40644 0.62378 -4.59185
H 5.40730 -0.74797 -5.11427
H 4.01750 -1.06718 -6.72096
H 7.28533 1.00100 -6.99927
C -1.89591 -8.62645 -0.90612
C -2.31652 -7.49216 0.15367
O -1.13704 -7.10615 0.91726
O -1.41538 -8.09920 -2.09529
H -2.77942 -9.23509 -1.09863
H -1.09709 -9.31507 -0.63084
H -3.05995 -7.77549 0.89874
H -2.67605 -6.57490 -0.31266
H -1.24275 -6.22607 1.28589
H -0.95775 -8.76937 -2.60818
C 6.58910 4.58160 1.83193
C 6.52046 4.70048 3.35137
O 5.17766 4.33349 3.81404
O 5.65212 5.35043 1.13646
H 6.30455 3.58901 1.48279
H 7.58628 4.76351 1.43114
H 6.65755 5.71928 3.71378
H 7.27427 4.08138 3.83778
H 4.53385 4.81668 3.29094
H 5.98556 5.38650 0.23695
C -3.16221 -3.46157 -6.10696
C -2.41256 -3.55598 -7.46664
O -3.33199 -3.89588 -8.43389
O -3.80743 -4.60550 -5.62515
H -3.95583 -2.71666 -6.16513
H -2.48017 -3.05807 -5.35856
H -1.69394 -4.37377 -7.52049
H -1.89605 -2.64561 -7.77084
H -3.64144 -4.77936 -8.22105
H -3.12256 -5.19863 -5.30775
*
```



No. 5
This record from the Open Molecules 2025 dataset describes C31H38FIrN3O4S3 as an isolated structure. The level of theory is ωB97M-V/def2-TZVPD.

Summary:
Frontier orbital gap (spin up / spin down) (eV): 5.75 / 4.69
Energy relative to the best compared isomer or geometry (same formula, charge and spin) (kcal/mol): 0.0
LUMO level (spin up / spin down) (eV): -12.02 / -13.05

```
! RIJCOSX wB97M-V def2-TZVPD def2/J DEFGRID3
* xyz 4 2
Ir -0.05784 -2.87570 -1.18880
F 3.32134 3.10366 -0.82931
C 2.34690 2.71118 0.00137
C 1.77423 1.50608 -0.23946
C 0.73067 1.02300 0.57282
C 0.09673 -0.23414 0.33812
O 0.50929 -0.97017 -0.67156
C -0.91779 -0.61820 1.22035
C -1.27301 0.22083 2.26501
N -0.70120 1.39395 2.48321
C -1.10959 2.18685 3.64597
C -2.55059 2.21955 4.04435
C -1.91989 3.43275 3.43173
C 0.31992 1.84257 1.64489
C 0.92635 3.07836 1.87897
C 1.94453 3.57854 1.06533
N 2.51049 4.81436 1.26012
C 1.90534 5.83457 2.10823
C 2.88288 6.30373 3.17450
N 4.20075 6.71688 2.52798
C 4.15321 6.65347 1.02570
C 3.71695 5.27718 0.54582
C -1.68774 -1.87059 1.08732
O -2.77470 -2.05439 1.53515
O -1.04377 -2.90019 0.43883
H 2.12651 0.93084 -1.08318
H -2.04952 -0.07993 2.95523
H -0.35665 2.17130 4.42341
H -2.75858 2.21420 5.10423
H -3.27563 1.69218 3.43978
H -1.70897 4.28446 4.06325
H -2.20778 3.66815 2.41548
H 0.57484 3.64645 2.72227
H 1.02012 5.46499 2.61182
H 1.56478 6.67336 1.49651
H 3.11190 5.50863 3.88005
H 2.49224 7.16024 3.71932
H 4.95605 6.12076 2.87125
H 4.44810 7.66667 2.81512
H 5.14984 6.87357 0.64824
H 3.48631 7.44651 0.69685
H 4.52920 4.56379 0.69075
H 3.54681 5.37015 -0.52645
C 2.37951 -2.87374 -3.60137
C 1.12276 -2.33744 -4.24345
S -0.36607 -3.05570 -3.50575
C -0.27963 -4.85271 -3.81475
C 0.57142 -5.65897 -2.85027
S 0.28628 -5.19567 -1.10197
C 1.96448 -5.18575 -0.42013
C 2.94210 -4.34801 -1.22017
S 2.18124 -2.77379 -1.77829
H 3.24475 -2.25449 -3.84314
H 2.60112 -3.89704 -3.89365
H 1.09348 -2.51818 -5.32003
H 1.00492 -1.26330 -4.08733
H 0.03829 -4.99468 -4.84975
H -1.32303 -5.14771 -3.74322
H 1.63393 -5.56608 -3.05182
H 0.30785 -6.71497 -2.93093
H 2.30853 -6.21739 -0.31799
H 1.82709 -4.79157 0.58828
H 3.33250 -4.85957 -2.09746
H 3.79686 -4.07270 -0.60172
C -4.08178 -5.20547 -1.29109
C -3.26738 -3.96557 -1.44911
O -2.05654 -4.15388 -1.76077
C -3.87251 -2.65834 -1.26827
C -5.13617 -2.57074 -0.67615
C -5.72981 -1.33718 -0.47210
C -5.06820 -0.18371 -0.85247
C -3.81036 -0.25328 -1.45564
C -3.22599 -1.47986 -1.66977
H -3.50211 -6.08585 -1.55166
H -4.98440 -5.15289 -1.90044
H -4.39699 -5.28883 -0.24710
H -5.65529 -3.46271 -0.35692
H -6.71024 -1.27779 -0.02079
H -5.53676 0.77861 -0.69346
H -3.30492 0.65231 -1.76025
H -2.28198 -1.52587 -2.19966
*
```



No. 6
This record from the Open Molecules 2025 dataset describes one molecule with the formula C3H4N2. The level of theory is ωB97M-V/def2-TZVPD.

Summary:
Frontier orbital gap (eV): 9.93
Energy relative to the best compared isomer or geometry (same formula, charge and spin) (kcal/mol): 28.0
LUMO level (eV): 0.98
Structure (SMILES): c1c[nH]cn1

```
! RIJCOSX wB97M-V def2-TZVPD def2/J DEFGRID3
* xyz 0 1
N 0.87349 0.47301 0.22698
C 0.11868 -0.43507 0.97064
C -1.02263 -0.57599 0.21898
N -0.99669 0.13641 -0.93750
C 0.15661 0.77153 -0.87799
H 1.72039 0.94480 0.51390
H 0.42951 -1.47343 1.03713
H -1.79514 -1.28342 0.49386
H 0.51579 1.44218 -1.64601
*
```



No. 7
This record from the Open Molecules 2025 dataset describes C7H12N4 as an isolated structure. The level of theory is ωB97M-V/def2-TZVPD.

Summary:
Frontier orbital gap (eV): 9.51
Energy relative to the best compared isomer or geometry (same formula, charge and spin) (kcal/mol): 99.4
LUMO level (eV): 0.84

```
! RIJCOSX wB97M-V def2-TZVPD def2/J DEFGRID3
* xyz 0 1
C -1.79303 0.59198 -1.29608
C -2.38755 -0.64777 -0.59844
C -1.43761 -0.89285 0.56608
C -1.59781 -0.07379 1.77565
C -1.05554 1.33160 -0.16648
C 2.38210 -0.10934 -0.08898
C 1.06983 -0.58263 -0.44343
H -1.08248 0.28459 -2.05910
H -2.54723 1.21533 -1.79057
H -2.43913 -1.51298 -1.27014
H -3.40678 -0.44485 -0.24279
H -0.93136 -1.86950 0.65066
H -1.19399 -0.41882 2.73395
H -2.51097 0.53693 1.84574
H -1.71979 2.06298 0.33408
H -0.19301 1.90722 -0.54583
H 1.60269 1.79765 0.04109
H 3.30047 1.70553 0.37607
H 4.20425 -0.52254 0.23597
N -0.61058 0.30784 0.79671
N 2.42930 1.24513 0.12498
N 3.32130 -0.97502 -0.01777
N -0.02073 -0.92718 -0.73235
*
```



No. 8
This record from the Open Molecules 2025 dataset describes C34H47BN10OPbS6 as an isolated structure. The level of theory is ωB97M-V/def2-TZVPD.

Summary:
Frontier orbital gap (spin up / spin down) (eV): 5.11 / 5.58
Energy relative to the best compared isomer or geometry (same formula, charge and spin) (kcal/mol): 304.3
LUMO level (spin up / spin down) (eV): -1.20 / -0.78

```
! RIJCOSX wB97M-V def2-TZVPD def2/J DEFGRID3
* xyz 0 1
Pb -1.27037 -1.56814 -1.80576
C 4.00101 -3.16485 -1.53431
C 3.31398 -1.91109 -1.07799
C 4.06052 -0.79457 -0.80593
C 3.43610 0.39391 -0.36933
N 2.12632 0.43580 -0.23178
N 1.35971 -0.62076 -0.47734
B -0.15314 -0.47249 -0.24560
N -0.78332 -1.74935 0.63391
N 0.03534 -1.79471 1.69129
C -0.03265 -2.62584 2.69950
C -1.06231 -3.56090 2.73256
C -1.94704 -3.63855 1.69112
C -3.00893 -4.70517 1.76580
C -1.83608 -2.74388 0.57148
S -2.85330 -3.02275 -0.59811
C 1.02060 -2.53961 3.78821
C 0.35794 -2.13507 5.11214
C 2.09152 -1.50019 3.42543
C 1.71984 -3.89831 3.94957
N -0.73933 0.85348 0.28827
N -0.13576 1.40697 1.35455
C -0.63982 2.44780 1.97228
C -1.83104 3.05719 1.49238
C -2.51113 2.52294 0.44221
C -3.80550 3.15347 0.00854
C -1.97448 1.34281 -0.17238
S -2.71577 0.59699 -1.28296
C -0.00116 2.97298 3.24738
C 1.16316 2.08986 3.69827
C -1.03650 2.96462 4.38703
C 0.50760 4.40392 3.02588
C 1.89970 -1.83613 -0.90647
S 0.97949 -3.04090 -1.18841
C 4.21442 1.64886 -0.01011
C 3.99089 1.94362 1.47797
C 3.69032 2.82545 -0.84449
C 5.72494 1.51592 -0.24526
H 5.08375 -3.02882 -1.60055
H 3.63193 -3.45547 -2.52386
H 3.80328 -3.97908 -0.82866
H 5.13302 -0.85223 -0.92397
H -1.14368 -4.24759 3.56555
H -2.93609 -5.28897 2.68629
H -2.91036 -5.39916 0.92313
H -4.00547 -4.24860 1.73788
H -0.13563 -1.16132 5.01078
H 1.10631 -2.06070 5.90854
H -0.39385 -2.87034 5.42344
H 1.65012 -0.51049 3.28363
H 2.59801 -1.77434 2.49236
H 2.84551 -1.43173 4.21797
H 1.01699 -4.68494 4.24830
H 2.49421 -3.83922 4.72193
H 2.19286 -4.20109 3.00833
H -2.24120 3.92424 1.99393
H -4.04618 4.03216 0.61314
H -4.62761 2.43624 0.11091
H -3.74071 3.46900 -1.03696
H 0.81055 1.07335 3.89714
H 1.60855 2.47964 4.62137
H 1.94260 2.05757 2.93756
H -1.41662 1.94980 4.55376
H -1.89173 3.61657 4.17751
H -0.58322 3.31891 5.31959
H 1.25717 4.42362 2.22669
H 0.96657 4.79364 3.94167
H -0.30940 5.08029 2.74859
H 2.92434 2.09204 1.65661
H 4.52205 2.85188 1.78634
H 4.33741 1.10837 2.09915
H 2.62139 2.98284 -0.66573
H 3.83900 2.63628 -1.91366
H 4.21678 3.74959 -0.57732
H 6.15249 0.71219 0.36614
H 6.23326 2.44412 0.03387
H 5.94387 1.31745 -1.30116
S -2.34204 -2.63772 -3.82135
C -1.52220 -2.30477 -5.30224
C -1.90123 -3.04372 -6.46208
N -2.18824 -3.62612 -7.41273
C -0.53724 -1.33612 -5.30738
S -0.18811 -0.51984 -3.83494
C 0.20333 -0.97693 -6.47379
N 0.78581 -0.70639 -7.42879
C -2.77378 2.97155 -4.05282
N -3.73710 2.04240 -4.62042
C -3.76076 0.71512 -4.38010
S -2.73270 -0.09420 -3.32765
N -4.70504 0.00464 -5.04060
C -5.74597 0.51275 -5.91190
H -3.08259 3.98274 -4.31086
H -1.78247 2.77565 -4.46914
H -2.74236 2.86766 -2.97208
H -4.26262 2.37296 -5.41278
H -4.70572 -0.98078 -4.82630
H -6.32839 1.27762 -5.39096
H -6.39387 -0.31252 -6.19271
H -5.29791 0.94518 -6.81083
O -0.16488 -2.69824 -2.83739
*
```